Computed, not measured: C38H43BeBrF7O3P2 as an isolated structure in a non-equilibrium geometry, with the ωB97M-V functional and the def2-TZVPD basis.

Calculated values
- HOMO level: -11.75 eV
- Frontier orbital gap: 9.255 eV
- Total charge: +1
- E: -5670.0065 a.u.

Structure (XYZ):
```
95
Properties=species:S:1:pos:R:3:forces:R:3
Be -0.001331 -0.777397 1.499719 0.38 -0.63 0.36
F 2.943323 -3.486894 6.709128 0.05 0.14 0.40
C 2.844980 -2.896007 5.545992 0.86 -0.73 -1.54
C 3.610082 -3.335515 4.459377 0.03 -1.02 0.55
F 4.491580 -4.368867 4.518188 -0.95 1.17 0.38
C 3.394431 -2.759355 3.227080 0.12 0.47 -0.82
F 4.178184 -3.168505 2.236198 0.17 -0.28 -0.32
C 2.458643 -1.774709 2.944162 0.03 0.32 1.49
P 2.197749 -1.065450 1.296889 0.50 0.26 0.30
C 3.654920 0.017543 0.928262 -0.21 -0.67 -0.07
C 3.715634 1.273396 1.513512 -0.39 -1.44 0.10
C 4.764097 2.099665 1.265862 0.48 1.80 -0.28
C 5.747342 1.781025 0.322518 -0.39 -0.07 0.97
C 5.696867 0.515675 -0.231170 0.87 0.36 -1.16
C 4.691726 -0.357328 0.073762 -1.04 -0.77 0.16
C 2.233909 -2.366160 0.045370 -0.83 1.62 1.16
C 1.797681 -3.626584 0.339923 0.45 -1.07 1.53
C 1.723906 -4.583788 -0.635220 -0.79 -0.90 -0.95
C 1.912055 -4.185543 -1.950214 0.17 0.34 0.62
C 2.227471 -2.845785 -2.221895 -0.22 -1.64 -1.88
C 2.321449 -1.901424 -1.251733 1.19 -0.26 -0.25
C 1.783709 -1.274659 4.095504 -0.41 0.15 -0.84
Br 0.506446 0.175458 4.096477 0.58 -0.52 -0.47
C 1.979845 -1.829650 5.331393 0.67 0.00 0.84
F 1.484788 -1.296226 6.438903 -0.68 0.14 0.09
H 2.952336 1.510402 2.211178 -0.60 0.61 0.54
H 4.702450 3.083015 1.748163 0.50 -0.35 -0.24
H 6.537648 2.486869 0.119080 0.04 -0.02 -0.20
H 6.376111 0.189711 -1.024306 0.14 0.30 0.50
H 4.700401 -1.318584 -0.421761 -0.09 -0.09 0.16
H 1.612477 -3.935824 1.373294 0.07 0.29 -0.31
H 1.450600 -5.631195 -0.410934 0.21 0.79 -0.03
H 1.832583 -4.931055 -2.717930 0.11 0.01 -0.44
H 2.482494 -2.629429 -3.252903 -0.24 0.34 -0.02
H 2.718763 -0.934773 -1.528931 -0.32 0.21 0.22
O -0.637495 0.284840 0.742548 -0.71 1.14 -1.69
P -1.272094 0.941337 -0.544444 -0.14 0.13 2.38
C -2.941634 1.442146 0.053666 0.29 0.54 0.77
C -3.876410 2.360814 -0.820141 -0.32 -2.50 1.19
C -4.781067 3.055403 0.182758 -1.44 -0.51 -0.56
C -4.033698 4.080161 1.028728 -2.00 -0.15 0.88
C -2.715505 3.553907 1.395334 2.51 -0.98 2.08
C -2.798392 2.023365 1.530111 -0.29 -0.46 -0.63
C -1.409875 -0.305844 -1.828238 2.43 -0.61 -0.53
C -2.555572 -0.026080 -2.818239 -0.01 1.47 0.34
C -3.778380 -0.846632 -2.430112 -1.18 1.31 -2.04
C -3.565810 -2.319542 -2.561328 -0.82 -1.31 0.82
C -2.156314 -2.694419 -2.085099 0.41 1.05 -0.10
C -1.524898 -1.669934 -1.097845 -2.07 -0.44 -0.29
C -0.170295 2.326846 -0.934272 1.16 -0.88 0.35
C -0.568277 3.022426 -2.216388 -0.61 0.05 -0.75
C 0.528125 3.991335 -2.628097 0.02 -0.35 -1.51
C 1.812854 3.237884 -3.075307 -0.52 -0.91 0.97
C 1.830379 1.782823 -2.493508 0.90 0.45 0.06
C 1.314645 1.722777 -1.065596 -0.16 0.77 0.39
H -3.462041 0.509179 0.193128 -0.08 -0.62 -0.17
H -4.420473 1.627237 -1.498993 0.49 1.53 0.52
H -3.325879 3.108801 -1.317982 0.56 0.66 -1.08
H -5.337961 2.275426 0.779523 0.71 0.86 -0.34
H -5.558807 3.552887 -0.375222 -0.41 0.30 -0.17
H -4.671912 4.249497 1.933186 0.62 0.07 -0.59
H -3.903820 5.025902 0.540878 -0.30 0.55 -0.48
H -2.366482 3.907443 2.401451 -0.21 0.22 -0.97
H -1.940079 3.841684 0.651222 -0.39 -0.19 0.47
H -3.716101 1.755000 2.121109 0.75 0.24 -0.66
H -1.983981 1.502261 2.065270 -0.21 0.67 -0.35
H -0.388788 -0.342060 -2.375864 -1.46 0.23 0.75
H -2.272129 -0.236791 -3.874274 -0.04 0.15 0.78
H -2.784918 1.097407 -2.728767 0.13 -1.62 -0.61
H -4.555674 -0.533983 -3.166365 0.19 -0.22 0.60
H -4.173682 -0.561390 -1.473002 0.04 0.06 0.62
H -3.827111 -2.681605 -3.571221 0.73 0.26 0.17
H -4.333495 -2.852073 -1.962835 0.42 0.34 0.03
H -1.540369 -2.643347 -2.975832 0.52 -0.67 -0.12
H -2.111645 -3.630206 -1.566558 0.03 -0.83 -0.26
H -0.591043 -2.074952 -0.715984 0.21 0.22 -0.16
H -2.232004 -1.619632 -0.230992 0.58 0.23 -0.59
H -0.130972 3.011226 -0.068205 -0.40 -0.29 -0.33
H -1.526362 3.565447 -2.125605 0.40 -0.29 0.08
H -0.723419 2.234885 -2.992395 0.08 0.66 0.26
H 0.678020 4.682550 -1.835840 0.56 0.39 1.10
H 0.187203 4.666638 -3.416564 -0.10 -0.33 -0.25
H 2.686117 3.713453 -2.663281 0.37 0.42 0.11
H 1.951601 3.209955 -4.150628 -0.22 0.04 -0.16
H 2.890370 1.437915 -2.452268 -0.67 0.07 -0.28
H 1.265231 1.053592 -3.076861 0.06 0.17 -0.34
H 2.012095 2.257020 -0.374456 -0.66 -0.15 -0.55
H 1.382358 0.684766 -0.743294 -0.33 -0.06 0.15
F -3.074526 -1.127284 1.915154 0.34 -1.27 0.95
C -2.709167 -2.315831 2.593997 -1.80 0.77 -0.67
F -3.773973 -3.133633 2.541441 0.70 0.75 0.25
F -2.449820 -1.986812 3.852217 -0.07 -0.03 -0.16
C -1.523367 -2.917953 1.859708 0.76 1.36 0.74
O -1.608371 -3.962001 1.327223 -0.16 -1.80 -0.97
O -0.460306 -2.166239 1.930272 0.35 0.49 0.03
```
Forces are in eV/Å.